Entry from OMol25: C35H52AsAuOP3 as an isolated structure (wB97M-V/def2-TZVPD).

Calculated values
expectation value of S²: 2.02
energy relative to the best compared isomer or geometry (same formula, charge and spin): 0.0 kJ/mol
Kohn-Sham gap (alpha / beta): 6.362 / 2.991 eV
net charge: +3
2S+1: 3

Positions of all 93 atoms, in Å:
Au: 0.3835 -1.0323 -0.3257
P: -1.7916 -1.8332 -0.0678
P: 1.5496 -1.2425 1.7886
P: 1.7063 -1.5929 -2.1567
H: -0.6403 5.3784 -5.6811
C: -0.6594 4.4343 -6.2384
C: -1.7856 3.7242 -6.3673
H: -2.7267 4.0678 -5.9236
C: -2.9067 -0.5560 0.5504
C: -1.9830 -3.2671 1.0349
C: -2.4600 -2.3748 -1.6627
C: 3.0785 -0.2610 1.8857
C: 0.5722 -0.7011 3.2330
C: 2.1152 -2.9279 2.2498
C: 0.7478 -1.0443 -3.5786
C: 1.9888 -3.3813 -2.3432
C: 3.3043 -0.7644 -2.1506
H: 0.2549 4.1603 -6.7789
H: -1.8369 2.8462 -7.0213
H: -2.8773 0.3109 -0.1201
H: -2.5873 -0.2199 1.5424
H: -3.9398 -0.9207 0.6215
H: -1.7669 -2.9841 2.0724
H: -1.3006 -4.0784 0.7494
H: -3.0140 -3.6453 0.9794
H: -2.5811 -1.5030 -2.3173
H: -3.4329 -2.8669 -1.5260
H: -1.7676 -3.0806 -2.1388
H: 3.7130 -0.5949 2.7206
H: 2.8291 0.7963 2.0386
H: 3.6435 -0.3657 0.9511
H: 0.8575 -1.2566 4.1414
H: -0.4937 -0.8822 3.0364
H: 0.7197 0.3735 3.4202
H: 3.1768 -2.9175 2.5380
H: 1.9903 -3.6045 1.3963
H: 1.5335 -3.3133 3.0989
H: 1.1294 -1.5167 -4.4911
H: 0.8304 0.0445 -3.6562
H: -0.3134 -1.2914 -3.4387
H: 2.2255 -3.5776 -3.4042
H: 1.0816 -3.9367 -2.0546
H: 2.8289 -3.6967 -1.7033
H: 3.8919 -1.1081 -3.0128
H: 3.8477 -0.9843 -1.2205
H: 3.1279 0.3170 -2.2254
C: -1.2130 2.7311 -2.0719
C: 0.1853 2.9592 -2.0752
C: 0.8964 2.7890 -3.2590
C: 0.2832 2.2211 -4.3711
C: -1.0480 1.7947 -4.2809
C: -1.8091 2.0408 -3.1447
O: -2.0377 3.2708 -1.1177
H: -1.5061 3.5994 -0.3595
H: 0.6664 3.3459 -1.1772
H: 1.9340 3.1442 -3.3080
H: 0.8251 2.1659 -5.3215
H: -1.4968 1.3621 -5.1720
H: -2.8641 1.7473 -3.1308
C: -0.3743 7.7208 2.5272
C: 0.3889 7.1477 1.5053
C: 0.2389 5.7923 1.1905
C: -0.6748 5.0157 1.9199
C: -1.4409 5.5806 2.9406
C: -1.2853 6.9374 3.2438
As: -0.5637 3.0579 1.6842
C: 0.7953 2.9562 3.1400
C: 2.1360 3.1410 2.7457
C: 3.1310 3.3022 3.7210
C: 2.7944 3.2499 5.0815
C: 1.4631 3.0440 5.4645
C: 0.4546 2.9248 4.4949
C: -2.3927 2.5685 2.3272
C: -2.5461 1.7533 3.4577
C: -3.8374 1.4241 3.9000
C: -4.9660 1.8002 3.1602
C: -4.7983 2.5218 1.9728
C: -3.5192 2.9151 1.5655
H: -0.2524 8.7775 2.7655
H: 1.1153 7.7439 0.9508
H: 0.8558 5.3256 0.4205
H: -2.1297 4.9544 3.5097
H: -1.8720 7.3789 4.0477
H: 2.3981 3.1880 1.6823
H: 4.1711 3.4648 3.4168
H: 3.5702 3.3729 5.8452
H: 1.1924 2.9776 6.5222
H: -0.5878 2.8285 4.8025
H: -1.6638 1.3753 3.9821
H: -3.9481 0.8585 4.8278
H: -5.9664 1.5259 3.5065
H: -5.6613 2.7793 1.3583
H: -3.4091 3.4709 0.6351

---

Entry from OMol25: C35H52AsNdO2P3 as an isolated structure (wB97M-V/def2-TZVPD).

Calculated values
expectation value of S²: 3.75
energy relative to the best compared isomer or geometry (same formula, charge and spin): 0.0 kJ/mol
Kohn-Sham gap (alpha / beta): 4.917 / 5.017 eV
net charge: +3
2S+1: 4

Positions of all 94 atoms, in Å:
Nd: 0.5276 0.4595 -1.6101
P: -3.4984 1.0374 1.0151
P: -1.0378 -1.7667 -2.6618
P: 0.5223 2.8111 0.3991
H: 0.9810 -0.1091 -4.4071
C: 1.6184 0.3808 -3.6596
C: 2.3872 -0.3356 -2.7403
H: 2.4182 -1.4364 -2.7374
C: -5.2861 0.6267 1.2058
C: -2.8174 -0.6757 0.9155
C: -3.1416 1.3794 2.7941
C: -0.5470 -2.7750 -4.1129
C: -1.2935 -3.0786 -1.4013
C: -2.7573 -1.3304 -3.1401
C: 1.9668 3.7992 -0.1604
C: 0.9026 2.7252 2.1859
C: -0.8311 4.0462 0.3731
H: 1.8190 1.4443 -3.8699
H: 3.2484 0.1210 -2.2220
H: -5.4533 0.0348 2.1154
H: -5.6308 0.0644 0.3278
H: -5.8573 1.5641 1.2747
H: -3.2264 -1.3174 1.7080
H: -1.7239 -0.6496 1.0292
H: -3.0718 -1.1048 -0.0624
H: -3.6478 0.6391 3.4320
H: -3.4998 2.3876 3.0491
H: -2.0601 1.3338 2.9719
H: -0.7809 -3.8356 -3.9421
H: 0.5299 -2.6704 -4.2886
H: -1.0898 -2.4204 -4.9994
H: -2.1274 -3.7229 -1.7154
H: -1.5300 -2.6395 -0.4222
H: -0.3880 -3.6909 -1.2897
H: -3.4674 -2.0544 -2.7188
H: -2.8350 -1.3343 -4.2351
H: -3.0206 -0.3239 -2.7820
H: 1.9968 4.7452 0.4000
H: 1.8787 4.0127 -1.2349
H: 2.8997 3.2439 0.0123
H: 1.2100 3.7171 2.5510
H: 1.7220 2.0164 2.3668
H: 0.0161 2.3944 2.7431
H: -0.4658 5.0075 0.7625
H: -1.6703 3.6913 0.9878
H: -1.1924 4.1816 -0.6545
C: -3.3745 2.8707 -3.0866
C: -3.5163 3.5892 -4.2760
C: -2.3685 3.9416 -4.9881
C: -1.1006 3.5846 -4.5181
C: -0.9611 2.8827 -3.3149
C: -2.1002 2.4846 -2.6008
O: -4.5116 2.5885 -2.3857
H: -4.2944 2.1625 -1.5582
H: -4.5167 3.8674 -4.6023
H: -2.4718 4.5061 -5.9137
H: -0.2074 3.8724 -5.0792
H: 0.0525 2.6809 -2.9241
H: -2.0602 1.9642 -1.6288
O: 1.3274 -0.6896 0.0026
As: 2.0238 -1.4328 1.4177
C: 2.9307 -3.0016 0.7854
C: 3.9974 -3.4928 1.5575
C: 4.6286 -4.6865 1.1900
C: 4.2035 -5.3829 0.0499
C: 3.1568 -4.8765 -0.7312
C: 2.5249 -3.6763 -0.3733
C: 3.1440 -0.0759 2.1871
C: 3.8729 0.8020 1.3694
C: 4.6186 1.8321 1.9538
C: 4.6716 1.9611 3.3474
C: 3.9972 1.0449 4.1602
C: 3.2453 0.0172 3.5835
C: 0.4535 -1.8048 2.4675
C: -0.0413 -0.8433 3.3576
C: -1.1918 -1.1229 4.1000
C: -1.8631 -2.3366 3.9310
C: -1.3637 -3.2912 3.0385
C: -0.1978 -3.0385 2.3167
H: 4.3246 -2.9431 2.4430
H: 5.4476 -5.0752 1.7969
H: 4.6887 -6.3190 -0.2304
H: 2.8243 -5.4141 -1.6210
H: 1.7233 -3.2632 -0.9918
H: 3.8580 0.6733 0.2825
H: 5.1715 2.5284 1.3164
H: 5.2576 2.7659 3.7952
H: 4.0598 1.1245 5.2473
H: 2.7464 -0.7190 4.2168
H: 0.4814 0.1070 3.4848
H: -1.5569 -0.3848 4.8187
H: -2.7700 -2.5362 4.5007
H: -1.8788 -4.2442 2.9091
H: 0.2189 -3.7935 1.6447

---

Entry from OMol25: C35H52AsOP3Ti as an isolated structure (wB97M-V/def2-TZVPD).

Calculated values
expectation value of S²: 0.76
energy relative to the best compared isomer or geometry (same formula, charge and spin): 214.8 kJ/mol
Kohn-Sham gap (alpha / beta): 4.620 / 4.794 eV
net charge: +3
2S+1: 2

Positions of all 93 atoms, in Å:
Ti: -0.9717 -0.0721 -1.4723
P: -2.6448 -0.2160 0.4319
P: -0.0774 -2.2603 -1.2885
P: -2.7786 1.1127 -2.8093
H: 1.5506 1.9055 0.1303
C: 0.8870 2.6209 -0.3979
C: -0.3618 2.8711 0.0305
H: -0.7862 2.4920 0.9776
C: -2.3594 -0.3696 2.2229
C: -3.4908 -1.7762 -0.0459
C: -3.9567 1.0719 0.5241
C: 1.7035 -2.5476 -1.6641
C: -0.4262 -3.5349 -0.0275
C: -0.8774 -2.7600 -2.8606
C: -3.3849 2.8278 -2.4750
C: -4.2589 0.0130 -2.9552
C: -2.3847 1.3535 -4.5746
H: 1.2395 2.9286 -1.4012
H: -1.1296 3.2751 -0.6586
H: -1.9597 0.5736 2.6217
H: -1.6440 -1.1723 2.4325
H: -3.3102 -0.5933 2.7223
H: -2.7701 -2.6006 -0.0613
H: -3.9627 -1.6884 -1.0316
H: -4.2529 -1.9767 0.7134
H: -3.4684 2.0514 0.6383
H: -4.5412 0.8557 1.4314
H: -4.6189 1.0845 -0.3498
H: 1.8026 -3.0849 -2.6279
H: 2.1612 -3.1765 -0.8783
H: 2.2791 -1.6030 -1.7099
H: -0.1142 -4.5035 -0.4412
H: -1.4936 -3.5861 0.2018
H: 0.1068 -3.3443 0.9143
H: -0.4328 -3.7200 -3.1237
H: -0.7141 -2.0457 -3.6788
H: -1.9531 -2.8645 -2.6968
H: -3.9717 3.1822 -3.3320
H: -2.5146 3.4889 -2.3661
H: -3.9946 2.9051 -1.5669
H: -4.8187 0.3229 -3.8480
H: -4.9116 0.0513 -2.0743
H: -3.9191 -1.0235 -3.0986
H: -3.3242 1.4838 -5.1306
H: -1.8484 0.4939 -4.9756
H: -1.7593 2.2438 -4.7333
C: 1.1042 0.8447 -3.8164
C: 1.9455 -0.0935 -4.4287
C: 2.4188 0.1785 -5.7120
C: 2.1343 1.4064 -6.3109
C: 1.4263 2.3895 -5.5987
C: 0.9112 2.1253 -4.3181
O: 0.3153 0.4376 -2.7697
H: 0.1726 -0.7420 -2.5763
H: 2.2093 -0.9892 -3.8588
H: 3.0361 -0.5623 -6.2220
H: 2.4466 1.5365 -7.3567
H: 1.2508 3.3565 -6.0540
H: 0.3029 2.8308 -3.7389
C: 1.6969 -3.9600 5.0402
C: 0.5643 -3.9208 4.2183
C: 0.3189 -2.8065 3.4168
C: 1.2711 -1.7694 3.3409
C: 2.4292 -1.8447 4.1200
C: 2.6257 -2.9149 4.9974
As: 0.9575 -0.2144 2.1907
C: 0.5250 1.0775 3.6464
C: 0.3895 2.4471 3.3540
C: -0.1376 3.3203 4.3110
C: -0.4358 2.8543 5.5898
C: -0.2888 1.5025 5.8921
C: 0.1942 0.6151 4.9259
C: 2.8342 0.2536 1.8422
C: 3.3868 1.4835 2.2110
C: 4.6637 1.8256 1.7646
C: 5.3915 0.9390 0.9699
C: 4.8439 -0.2970 0.6165
C: 3.5795 -0.6576 1.0792
H: 1.8522 -4.7982 5.7164
H: -0.1413 -4.7578 4.2129
H: -0.6153 -2.7591 2.8604
H: 3.1806 -1.0639 4.0529
H: 3.5037 -2.9290 5.6464
H: 0.6929 2.8257 2.3771
H: -0.3141 4.3646 4.0420
H: -0.7900 3.5438 6.3506
H: -0.5551 1.1094 6.8712
H: 0.3160 -0.4406 5.1616
H: 2.8289 2.1727 2.8374
H: 5.0803 2.7977 2.0275
H: 6.3859 1.2100 0.6216
H: 5.3912 -0.9851 -0.0273
H: 3.1572 -1.6315 0.8459

---

Entry from OMol25: C35H52BrN3OP2Re as an isolated structure (wB97M-V/def2-TZVPD).

Calculated values
expectation value of S²: 3.86
energy relative to the best compared isomer or geometry (same formula, charge and spin): 247.7 kJ/mol
Kohn-Sham gap (alpha / beta): 5.979 / 2.656 eV
net charge: +4
2S+1: 4

Positions of all 95 atoms, in Å:
C: 3.1190 -5.2556 2.1294
C: 1.9007 -5.2441 1.4231
C: 1.0281 -6.3313 1.6609
C: 1.3368 -7.2903 2.6301
N: 2.4935 -7.2051 3.2918
C: 3.3880 -6.2448 3.0918
C: 1.4926 -4.0280 0.7581
C: 2.0079 -2.8277 1.1203
C: 0.9811 -1.8969 1.6367
C: 1.4288 -0.6188 1.2867
C: 0.6063 0.4922 1.4641
C: -0.7889 0.3652 1.6089
C: -1.2776 -0.9426 1.5509
C: -0.4146 -2.1371 1.4804
Re: 0.8471 -2.3310 -0.3874
P: -1.9483 1.8134 2.0213
H: 0.1070 -6.3772 1.0977
H: 3.8754 -4.4977 1.9760
H: 0.6427 -8.1182 2.8452
H: 4.3243 -6.2608 3.6788
H: -0.8203 -2.9952 2.0520
H: 2.5009 -0.4665 1.2848
H: -2.3890 -1.0447 1.6285
H: 1.0338 1.4989 1.4544
C: -2.7784 2.8259 0.7297
C: -4.2158 3.1049 1.0050
H: -2.7295 2.2413 -0.2257
H: -2.1805 3.7367 0.5653
H: -4.6298 3.6801 0.1847
H: -4.7664 2.1719 1.1225
H: -4.3441 3.7047 1.8961
C: -3.1912 1.0371 3.0906
C: -2.7513 0.4678 4.4399
H: -3.6307 0.2344 2.4863
H: -4.0396 1.7194 3.2035
H: -3.4311 -0.3495 4.7180
H: -1.7376 0.0530 4.4160
H: -2.7959 1.2489 5.2055
C: -0.8947 2.9134 2.9859
C: -1.6835 3.8786 3.8461
H: -0.3080 3.4385 2.2320
H: -0.2137 2.2885 3.5836
H: -0.9899 4.5330 4.3851
H: -2.3517 4.5371 3.2768
H: -2.2880 3.3662 4.6026
Br: -0.7730 1.7267 -0.8496
P: -1.3900 -1.7870 -1.3343
C: -2.9605 -0.8877 -0.8787
C: -4.2876 -0.9219 -1.6324
H: -2.5914 0.1637 -0.8312
H: -3.1569 -1.1878 0.1570
H: -4.9820 -0.3007 -1.0557
H: -4.2190 -0.4660 -2.6259
H: -4.7394 -1.9222 -1.7113
C: -1.2139 -1.2571 -3.0775
C: -2.2511 -1.4623 -4.1913
H: -0.2506 -1.6957 -3.4029
H: -1.0313 -0.1703 -2.9569
H: -1.8473 -0.8756 -5.0313
H: -2.3201 -2.5140 -4.5142
H: -3.2513 -1.0690 -3.9521
C: -1.7917 -3.4802 -0.8577
C: -2.9733 -4.1786 -1.5319
H: -1.9865 -3.4586 0.2224
H: -0.8218 -4.0162 -0.9449
H: -2.8351 -5.2586 -1.3824
H: -3.9198 -3.9079 -1.0437
H: -3.0707 -3.9740 -2.6073
C: 4.6125 5.3510 -0.2564
C: 3.7850 5.0548 -1.5042
N: 3.2142 3.7236 -1.5694
C: 1.9411 3.7002 -2.2640
C: 2.0505 3.6449 -3.7827
C: 4.1089 2.6783 -1.7239
O: 5.3021 2.8656 -1.7279
C: 3.6154 1.2187 -1.8679
C: 4.3597 0.3400 -2.6867
C: 3.9401 -0.9588 -2.8338
C: 2.8187 -1.4177 -2.1643
N: 2.1494 -0.6364 -1.3080
C: 2.5225 0.6854 -1.1790
H: 4.0226 5.1759 0.6630
H: 4.9180 6.4164 -0.2559
H: 5.5262 4.7317 -0.2305
H: 2.9576 5.7620 -1.5141
H: 4.4204 5.2547 -2.3709
H: 1.3123 2.8809 -1.9193
H: 1.4163 4.6100 -1.9882
H: 2.2006 2.6109 -4.1299
H: 1.1230 4.0154 -4.2490
H: 2.8794 4.2695 -4.1570
H: 5.2677 0.7356 -3.1272
H: 4.4855 -1.6352 -3.4685
H: 2.3465 -2.3958 -2.2885
H: 1.8438 1.3310 -0.5957

---

Entry from OMol25: C35H52OOsP3Sb as an isolated structure (wB97M-V/def2-TZVPD).

Calculated values
expectation value of S²: 6.05
energy relative to the best compared isomer or geometry (same formula, charge and spin): 156.7 kJ/mol
Kohn-Sham gap (alpha / beta): 6.329 / 4.487 eV
net charge: +4
2S+1: 5

Positions of all 93 atoms, in Å:
Os: 1.0373 0.0838 -0.6788
P: 2.5645 -1.0945 0.6010
P: 2.3879 1.9137 -0.0869
P: -0.0568 -1.9357 -1.0386
H: 2.2536 1.4948 -3.0167
C: 1.6215 1.0337 -3.7794
C: 0.4616 1.7042 -4.0305
H: -0.0407 2.2552 -3.2228
C: 3.9195 -1.7303 -0.4660
C: 3.4805 -0.1257 1.8979
C: 2.1689 -2.5134 1.7167
C: 1.2171 2.9525 -1.0153
C: 2.8276 2.9227 1.3800
C: 3.8572 1.7833 -1.1596
C: -1.6194 -1.6988 -1.9220
C: -0.5557 -3.2443 0.1377
C: 0.9226 -2.9821 -2.1677
H: 2.1299 0.2781 -4.4384
H: 0.0592 1.8073 -5.0641
H: 4.8332 -1.8301 0.1412
H: 4.1106 -1.0209 -1.2841
H: 3.6305 -2.7124 -0.8739
H: 4.0999 -0.8277 2.4745
H: 2.7287 0.3186 2.5704
H: 4.1356 0.6432 1.4571
H: 2.1645 -3.4540 1.1573
H: 1.2074 -2.3830 2.2299
H: 2.9361 -2.6076 2.4993
H: 1.2246 3.9278 -0.4782
H: 0.2362 2.4068 -0.9381
H: 1.3989 3.1314 -2.1047
H: 3.9143 2.9207 1.5430
H: 2.3481 2.5908 2.3106
H: 2.5083 3.9593 1.1938
H: 4.1264 2.8250 -1.3973
H: 3.5746 1.2141 -2.0599
H: 4.6643 1.2633 -0.6223
H: -2.4863 -1.9901 -1.3203
H: -1.6388 -2.3063 -2.8320
H: -1.7444 -0.6554 -2.2196
H: -1.3630 -3.8186 -0.3224
H: -0.9353 -2.8573 1.0837
H: 0.2515 -3.9482 0.3441
H: 0.2354 -3.4577 -2.8722
H: 1.4428 -3.7642 -1.6041
H: 1.6540 -2.3929 -2.7254
C: -2.2090 -0.3644 -5.0128
C: -0.8722 -0.7872 -4.8334
C: -0.4214 -1.9622 -5.4128
C: -1.3220 -2.8330 -6.0026
C: -2.6857 -2.5128 -5.9488
C: -3.1532 -1.2680 -5.5251
O: -2.6106 0.9385 -4.8570
H: -1.8805 1.4951 -4.5272
H: -0.2125 -0.2521 -4.1489
H: 0.6446 -2.1750 -5.3736
H: -0.9118 -3.7600 -6.4102
H: -3.4079 -3.1795 -6.3893
H: -4.1961 -0.9547 -5.6380
C: -3.2913 4.4988 2.2456
C: -2.3771 4.4902 1.1831
C: -1.6327 3.3382 0.9131
C: -1.7795 2.2093 1.7195
C: -2.6970 2.1968 2.7721
C: -3.4355 3.3547 3.0444
Sb: -0.4952 0.4783 1.3652
C: 0.3418 0.7762 3.4106
C: 0.7628 -0.3042 4.1839
C: 1.4012 -0.1043 5.4193
C: 1.6453 1.1950 5.8861
C: 1.2086 2.2884 5.1213
C: 0.5483 2.0726 3.8942
C: -2.1920 -0.8025 1.9224
C: -2.1476 -1.6033 3.0659
C: -3.1278 -2.5818 3.2757
C: -4.1538 -2.7581 2.3423
C: -4.2171 -1.9178 1.2208
C: -3.2393 -0.9337 1.0087
H: -3.8921 5.3884 2.4421
H: -2.2150 5.3752 0.5665
H: -0.9146 3.3466 0.0973
H: -2.8358 1.3216 3.4159
H: -4.1042 3.3585 3.9036
H: 0.5889 -1.3210 3.8311
H: 1.6407 -0.9819 6.0278
H: 2.1194 1.3528 6.8646
H: 1.3307 3.3159 5.4856
H: 0.2048 2.9241 3.2978
H: -1.3614 -1.4644 3.8048
H: -3.0933 -3.1727 4.1938
H: -4.9167 -3.5243 2.5032
H: -5.0481 -1.9976 0.5200
H: -3.2819 -0.2777 0.1344

---

Computed energy, in the same sequence as the records: -131556.2309, -145190.1027, -150977.4448, -134355.9576, -76012.3969 eV.